--- P ---
ORCA calculation (ωB97M-V with the def2-TZVPD basis set) on a single C6H8Si molecule.

Structure (XYZ):
```
15
Properties=species:S:1:pos:R:3
C 0.46556 -0.03833 -0.58579
C -0.28070 -0.94856 0.35431
C -0.12698 1.31154 -0.88835
C 0.08047 -1.46384 1.51279
C -0.83688 2.17848 -0.19041
C 0.45026 -2.00378 2.62981
Si 0.29996 0.57708 -2.53438
H 1.51554 0.03653 -0.30040
H -1.30703 -1.13650 0.04167
H -1.27633 3.06068 -0.62926
H -0.98848 2.04928 0.87279
H 0.89203 -2.98974 2.66784
H 0.30875 -1.50577 3.57935
H 1.57819 0.82402 -3.17329
H -0.77435 0.04891 -3.35667
```

Summary:
Frontier orbital gap   9.152 eV
SMILES string   C=C=C[C@H]1[SiH2]C1=C

--- Q ---
ORCA calculation (ωB97M-V with the def2-TZVPD basis set) on a single C6H8Si molecule.

Structure (XYZ):
```
15
Properties=species:S:1:pos:R:3
C 0.28141 -1.33386 0.17561
C -1.03454 -1.13611 0.31698
C 1.25713 -0.25136 0.09810
C -1.61771 0.09567 -0.06336
C 2.47646 -0.55956 -0.39155
C -2.82728 0.49497 -0.35419
Si 0.62669 1.53492 0.15274
H 0.76381 -2.38684 0.25325
H -1.56345 -2.06882 0.45665
H 3.37337 0.05857 -0.56176
H 2.84319 -1.52398 -0.70450
H -2.92621 1.57943 -0.35642
H -3.61291 -0.12030 -0.33698
H 0.80697 2.13374 1.43935
H 0.32411 2.43907 -0.98446
```

Summary:
Frontier orbital gap (spin up / spin down)   7.884 / 7.884 eV

Most stable = P

--- P ---
ORCA calculation (ωB97M-V with the def2-TZVPD basis set) on 2 unconnected molecules or ions with the total composition C2H5NO2S.

Structure (XYZ):
```
11
Properties=species:S:1:pos:R:3
C 0.17203 -0.36077 0.04209
C 1.32943 0.49698 -0.24170
N -0.79681 -0.23931 1.16392
O -2.37993 -1.24751 -0.61795
O -2.02726 1.24056 -0.53481
S -1.56479 -0.11330 -0.29430
H 0.71062 -1.61151 -0.65145
H 2.24685 0.02840 -0.23153
H 1.54278 1.40083 0.37721
H 1.33292 0.93428 -1.19921
H -0.56585 -0.52865 2.18773
```

Summary:
Frontier orbital gap (spin up / spin down)   5.991 / 7.603 eV
2S+1   3

--- Q ---
ORCA calculation (ωB97M-V with the def2-TZVPD basis set) on a molecular structure, C2H5NO2S.

Structure (XYZ):
```
11
Properties=species:S:1:pos:R:3
C -0.39101 0.55140 -0.45564
C -0.48744 -0.16962 0.87074
N 0.94879 1.76479 -0.11566
O 0.60440 0.13677 1.72017
O 2.87701 0.06784 0.59763
S 1.70244 1.19637 1.07504
H -0.01931 -0.02551 -1.28969
H -1.21767 1.19240 -0.71666
H -1.40426 0.10424 1.39796
H -0.48021 -1.25731 0.71866
H 2.85406 -0.22335 -0.31660
```

Summary:
Frontier orbital gap (spin up / spin down)   5.486 / 7.714 eV
2S+1   3

Most stable = Q

--- P ---
ORCA calculation (ωB97M-V with the def2-TZVPD basis set) on a molecular structure, C20H23AsCrIN5S4.

Structure (XYZ):
```
55
Properties=species:S:1:pos:R:3
Cr -1.69438 0.54248 -0.17230
S -4.15838 4.51258 0.59850
As -2.36928 3.55318 0.10650
S -1.77248 1.98598 1.64640
S -2.66048 2.20828 -1.64350
S -0.74798 4.85228 -0.18000
C 2.42322 -2.63662 2.42990
C 1.80702 -1.41472 2.74140
C 0.72392 -0.98042 2.02330
C 0.18912 -1.74392 0.96550
C -0.95298 -1.29722 0.23810
C -1.43808 -2.16512 -0.72670
C -0.82698 -3.38072 -1.05720
C 0.29862 -3.77762 -0.38640
C 0.81652 -2.98552 0.65800
C 1.94312 -3.39752 1.40080
H 3.27702 -2.97462 3.00560
H 2.19282 -0.82262 3.56190
H 0.23752 -0.04242 2.25830
H -2.34318 -1.89302 -1.28040
H -1.24638 -3.99002 -1.85180
H 0.80122 -4.69892 -0.64720
H 2.40452 -4.34332 1.14300
I -6.63188 -1.80542 2.65240
C -5.37178 -0.83592 1.30110
C -5.74948 -0.15882 0.16300
N -4.61098 0.30088 -0.39040
N -3.53508 -0.02312 0.34920
C -3.98298 -0.73072 1.38190
H -6.71698 0.01748 -0.25960
H -4.46848 1.01488 -1.12450
H -3.31278 -1.09742 2.13550
C 3.57622 1.89428 0.79390
C 2.30972 2.59078 1.25760
N 1.18762 2.01098 0.57580
C 1.21772 1.36898 -0.60070
N 0.09372 0.87578 -1.05960
C 0.11682 0.31798 -2.39740
C 1.40142 -0.46802 -2.63390
C 2.54922 0.51948 -2.48500
N 2.42262 1.21918 -1.22690
C 3.57392 1.94018 -0.73080
H 3.56262 0.85198 1.11880
H 4.45702 2.38738 1.20300
H 2.36322 3.66788 1.05850
H 2.15362 2.46058 2.33050
H 0.26272 2.26538 0.92920
H 0.03352 1.13498 -3.12860
H -0.75998 -0.33212 -2.52540
H 1.40102 -0.93312 -3.62160
H 1.47842 -1.24992 -1.87480
H 2.53842 1.23648 -3.32220
H 3.51532 -0.00162 -2.49550
H 3.54922 2.98668 -1.06930
H 4.47232 1.46368 -1.13590
```

Summary:
Frontier orbital gap (spin up / spin down)   5.913 / 5.916 eV
Net charge   -1
2S+1   4

--- Q ---
ORCA calculation (ωB97M-V with the def2-TZVPD basis set) on a molecular structure, C20H23AsCrIN5S4.

Structure (XYZ):
```
55
Properties=species:S:1:pos:R:3
Cr -1.10075 -0.29616 0.38491
S -1.60222 -4.04836 1.24188
As -2.65104 -2.36681 2.02309
S -1.10828 -0.86559 2.63027
S -3.30790 -1.13272 0.26275
S -4.18369 -2.61994 3.41110
C -4.12002 4.27519 2.01881
C -3.98445 2.93289 2.42960
C -3.12431 2.09397 1.78070
C -2.34681 2.54083 0.67984
C -1.44070 1.67309 -0.00942
C -0.73342 2.20410 -1.06513
C -0.87087 3.54862 -1.47563
C -1.72865 4.38010 -0.81984
C -2.48749 3.89778 0.27414
C -3.38767 4.74384 0.96783
H -4.80702 4.93099 2.54029
H -4.56865 2.56192 3.26141
H -3.02372 1.06714 2.09956
H -0.03203 1.58281 -1.61408
H -0.29255 3.91298 -2.31713
H -1.84708 5.41493 -1.12149
H -3.48356 5.77456 0.64375
I 1.34665 -2.42180 -5.02469
C 0.06585 -1.98404 -3.46437
C -1.14045 -2.59449 -3.17139
N -1.60162 -2.00745 -2.06532
N -0.77750 -1.05113 -1.62394
C 0.24606 -1.01828 -2.47063
H -1.67429 -3.38835 -3.66177
H -2.43338 -2.16140 -1.46537
H 1.07258 -0.34973 -2.30989
C 3.14422 -3.49070 -0.49480
C 1.77381 -3.69885 0.11395
N 1.11519 -2.42034 0.30635
C 1.72885 -1.21963 0.38226
N 0.99560 -0.13802 0.50199
C 1.67165 1.07674 0.93580
C 2.97598 1.25641 0.18059
C 3.84856 0.04336 0.43440
N 3.09603 -1.18515 0.25319
C 3.86248 -2.41753 0.29985
H 3.05304 -3.16407 -1.53413
H 3.70872 -4.42376 -0.47924
H 1.86010 -4.21781 1.07477
H 1.13867 -4.31609 -0.52334
H 0.20780 -2.52230 0.77476
H 1.86608 1.03125 2.01615
H 1.00299 1.91738 0.76432
H 3.49950 2.15868 0.50064
H 2.76307 1.35117 -0.88754
H 4.25290 0.08387 1.45527
H 4.70074 0.02092 -0.25153
H 4.01922 -2.74704 1.33636
H 4.84378 -2.20801 -0.12994
```

Summary:
Frontier orbital gap (spin up / spin down)   6.016 / 6.061 eV
Net charge   -1
2S+1   4

Most stable = Q

--- P ---
ORCA calculation (ωB97M-V with the def2-TZVPD basis set) on 2 unconnected molecules or ions with the total composition C4H13N2O2.

Structure (XYZ):
```
21
Properties=species:S:1:pos:R:3
C 1.72404 -1.89781 0.32350
C -2.37777 -0.76968 -0.37640
C -0.56814 0.68327 -0.14254
C 1.91724 0.44485 0.45785
N -1.43350 1.84398 0.43437
N 2.11338 -0.64550 -0.17432
O 2.45435 1.54814 0.03526
O -1.29993 -0.41621 0.42294
H 0.64317 -1.83482 0.39022
H 1.94749 -2.63423 -0.44625
H 2.21630 -2.12824 1.36085
H -3.10231 -1.59847 0.09493
H -2.02814 -1.20378 -1.39725
H -2.95525 0.13200 -0.76772
H -0.58655 0.81391 -1.22838
H 1.81063 0.55247 1.53607
H -1.30694 1.74879 1.40422
H -2.49847 1.52892 0.13920
H -1.52275 2.89053 0.09630
H 2.19951 -0.64235 -1.19832
H 2.65365 1.58424 -0.96453
```

Summary:
Frontier orbital gap   8.571 eV
Net charge   +1

--- Q ---
ORCA calculation (ωB97M-V with the def2-TZVPD basis set) on 2 unconnected molecules or ions with the total composition C4H13N2O2.

Structure (XYZ):
```
21
Properties=species:S:1:pos:R:3
N -2.39914 1.08231 2.74530
C -1.96063 0.44567 1.64415
O -2.12711 1.09791 0.46423
O -1.45662 -0.66482 1.67029
H -2.48572 0.51129 3.57421
H -3.08131 1.81786 2.64803
H -2.08551 2.03603 0.65499
C 1.65917 0.57576 -0.08775
C 0.78153 -0.17772 -1.07724
C 1.59228 -0.61553 -2.29353
N 0.22471 -1.41535 -0.41024
H 1.19906 0.72152 0.88725
H 2.59429 0.02302 0.02132
H 1.91074 1.53582 -0.53407
H -0.09316 0.37952 -1.39572
H 2.35811 -1.31225 -1.93987
H 2.05231 0.22047 -2.80791
H 1.00341 -1.15512 -3.03786
H -0.43926 -1.15941 0.38125
H -0.24568 -1.99962 -1.09953
H 0.99855 -1.94735 -0.00731
```

Summary:
Frontier orbital gap   12.006 eV
Net charge   +1

--- R ---
ORCA calculation (ωB97M-V with the def2-TZVPD basis set) on 2 unconnected molecules or ions with the total composition C4H13N2O2.

Structure (XYZ):
```
21
Properties=species:S:1:pos:R:3
O -0.56647 -0.25890 1.96941
C 0.38464 0.12932 1.33796
N 1.33383 1.06838 1.69873
C 2.76513 0.97847 1.39102
C 0.51347 -0.42307 -0.09623
N -0.85560 -0.51067 -0.67758
C -1.09486 -1.80688 -1.33066
H 1.10510 1.45335 2.60732
H 3.07237 2.03453 1.37716
H 3.28612 0.55928 2.25295
H 2.95725 0.49808 0.42086
H 1.16833 0.25141 -0.67788
H 1.06240 -1.35737 -0.03437
H -0.96913 0.33098 -1.33401
H -1.49525 -0.51226 0.11788
H -2.06533 -1.99230 -1.82356
H -1.06214 -2.66850 -0.65640
H -0.37297 -2.06303 -2.14246
H -2.94973 1.92078 -2.04506
H -3.54976 1.05061 -1.01275
O -2.66742 1.31778 -1.34235
```

Summary:
Frontier orbital gap   10.723 eV
Net charge   +1

Most stable = Q

--- P ---
ORCA calculation (ωB97M-V with the def2-TZVPD basis set) on a single C4H5NO3 molecule.

Structure (XYZ):
```
13
Properties=species:S:1:pos:R:3
C -1.32946 0.07403 0.00028
C -0.57887 1.22941 0.00610
C 0.71181 0.68329 -0.05006
C -0.70054 -1.06732 -0.17541
H -3.01249 0.79510 0.24258
H -0.83698 2.28125 -0.06787
H 2.67893 0.86218 0.36706
H 2.16586 -1.89783 -0.39966
H -0.86257 -2.16070 -0.49654
N 0.70899 -0.67516 -0.18003
O -2.63092 -0.16366 0.28897
O 1.89115 1.33533 0.05597
O 1.79508 -1.29592 0.40861
```

Summary:
Frontier orbital gap   7.988 eV
SMILES string   Oc1cc(O)n(O)c1

--- Q ---
ORCA calculation (ωB97M-V with the def2-TZVPD basis set) on a single C4H5NO3 molecule.

Structure (XYZ):
```
13
Properties=species:S:1:pos:R:3
C -0.32079 -0.07905 1.14219
C 0.43640 0.53946 -1.65769
C 0.93648 -0.52090 -0.64490
C -0.31109 -0.81012 -0.18138
H -0.16290 1.77285 1.44737
H 1.30147 1.14247 -2.17629
H -0.53965 0.30765 -2.33790
H 1.76148 -0.54544 -0.10632
H -1.02371 -0.66301 -0.91328
N -0.27350 1.09168 0.57461
O -0.68350 -0.18258 2.31098
O -0.24769 1.52033 -0.62953
O 0.44766 -1.89183 -0.66708
```

Summary:
Frontier orbital gap   9.736 eV
SMILES string   O=C1NOC[C@@H]2O[C@@H]12

Most stable = P